Entry 1:
{
  "formula": "C4H11NO3",
  "method": "wB97M-V/def2-TZVPD",
  "symbols": ["C", "N", "C", "C", "O", "C", "O", "H", "H", "H", "H", "H", "H", "H", "H", "H", "O", "H", "H"],
  "positions_angstrom": [[-0.22, -0.93, -0.33], [-0.97, 0.32, -0.44], [-0.56, 1.45, 0.37], [-0.20, 1.15, 1.81], [-0.58, 1.81, 2.74], [0.68, 2.13, -0.24], [1.16, 3.19, 0.60], [0.80, -0.71, -0.10], [-0.65, -1.55, 0.45], [-0.23, -1.43, -1.30], [-1.97, 0.25, -0.50], [-1.37, 2.17, 0.40], [0.45, 0.28, 2.04], [0.49, 2.50, -1.24], [1.49, 1.44, -0.18], [0.46, 3.78, 0.91], [0.49, -7.02, -3.29], [-0.11, -6.76, -4.00], [-0.06, -6.80, -2.52]],
  "lowdin_charge": [-0.111, -0.081, -0.321, -0.221, 0.063, -0.190, -0.075, 0.065, 0.077, 0.080, 0.106, 0.150, 0.133, 0.124, 0.104, 0.095, -0.068, 0.033, 0.035],
  "de_lowest_kj_mol": 244.7,
  "e_homo_ev": -8.8,
  "orbital_gap_ev": 9.41,
  "spin_multiplicity": 1,
  "smiles": "CN[C@@H](C=O)CO.O"
}

=====

Entry 2:
{
  "formula": "C7H14Cl2PdS3Se",
  "method": "wB97M-V/def2-TZVPD",
  "symbols": ["Pd", "Cl", "C", "Cl", "H", "H", "C", "C", "S", "C", "C", "S", "C", "C", "S", "H", "H", "H", "H", "H", "H", "H", "H", "H", "H", "H", "H", "Se"],
  "positions_angstrom": [[-0.43, 0.96, -0.96], [-0.51, 0.23, -3.66], [-1.85, 1.38, -3.85], [-2.92, 1.34, -2.45], [-2.42, 1.10, -4.73], [-1.42, 2.37, -3.91], [1.91, 0.90, 1.59], [0.62, 1.20, 2.34], [-0.92, 1.33, 1.35], [-1.79, -0.21, 1.74], [-1.09, -1.48, 1.29], [-0.83, -1.52, -0.51], [0.87, -2.17, -0.63], [2.03, -1.23, -0.37], [2.34, -0.86, 1.39], [2.74, 1.32, 2.17], [1.92, 1.40, 0.61], [0.70, 2.17, 2.82], [0.44, 0.46, 3.12], [-2.75, -0.10, 1.24], [-1.97, -0.24, 2.81], [-1.71, -2.34, 1.57], [-0.12, -1.58, 1.77], [0.93, -2.55, -1.65], [0.92, -3.05, 0.03], [1.89, -0.27, -0.88], [2.94, -1.68, -0.77], [0.50, 3.11, -1.46]],
  "lowdin_charge": [-0.101, 0.498, -0.985, 0.510, 0.027, -0.002, -0.532, -0.481, 0.836, -0.517, -0.512, 0.827, -0.514, -0.527, 0.870, 0.070, 0.011, 0.076, 0.077, 0.076, 0.086, 0.081, 0.026, 0.073, 0.077, 0.043, 0.072, -0.166],
  "de_lowest_kj_mol": 26.2,
  "e_homo_ev": [-6.7, -6.7],
  "orbital_gap_ev": [6.01, 5.98],
  "spin_multiplicity": 1
}

=====

Entry 3:
{
  "formula": "C14H44N7O11",
  "method": "wB97M-V/def2-TZVPD",
  "symbols": ["N", "O", "O", "O", "C", "O", "H", "H", "H", "H", "C", "O", "H", "H", "H", "H", "C", "O", "N", "N", "H", "H", "H", "H", "C", "O", "N", "N", "H", "H", "H", "H", "C", "O", "N", "N", "H", "H", "H", "H", "C", "C", "C", "O", "H", "H", "H", "H", "H", "H", "H", "H", "C", "C", "C", "O", "H", "H", "H", "H", "H", "H", "H", "H", "C", "C", "C", "O", "H", "H", "H", "H", "H", "H", "H", "H"],
  "positions_angstrom": [[0.41, 5.94, -0.68], [0.61, 4.93, 0.06], [1.37, 6.36, -1.36], [-0.70, 6.47, -0.76], [1.98, 9.72, -0.41], [2.94, 8.81, -0.92], [2.00, 9.79, 0.68], [2.11, 10.69, -0.89], [0.96, 9.39, -0.64], [2.46, 8.00, -1.15], [4.84, 6.54, -2.88], [3.76, 5.63, -2.87], [5.54, 6.19, -3.63], [4.52, 7.55, -3.17], [5.35, 6.54, -1.91], [3.02, 5.98, -2.36], [-3.73, 7.71, 2.47], [-3.14, 8.71, 2.86], [-3.29, 6.94, 1.43], [-4.93, 7.31, 2.99], [-2.47, 7.18, 0.89], [-3.71, 6.05, 1.25], [-5.49, 7.89, 3.58], [-5.29, 6.42, 2.70], [0.90, 7.12, 3.65], [0.57, 7.62, 4.72], [0.47, 5.87, 3.25], [1.60, 7.79, 2.69], [-0.17, 5.44, 3.89], [0.39, 5.71, 2.26], [1.93, 8.70, 2.92], [1.88, 7.28, 1.87], [-2.00, 2.31, 0.66], [-2.67, 1.28, 0.63], [-2.40, 3.44, 1.31], [-0.78, 2.43, 0.05], [-1.88, 4.29, 1.19], [-3.37, 3.52, 1.54], [-0.44, 1.54, -0.27], [-0.25, 3.28, 0.18], [-4.01, 6.20, -2.27], [-3.45, 7.42, -3.01], [-4.55, 8.28, -3.55], [-2.65, 8.17, -2.10], [-3.24, 5.54, -1.89], [-4.52, 5.56, -3.01], [-4.70, 6.50, -1.48], [-2.80, 6.95, -3.77], [-5.32, 8.37, -2.78], [-5.01, 7.83, -4.43], [-4.16, 9.28, -3.77], [-1.87, 7.64, -1.87], [-0.01, 6.56, -4.93], [0.14, 8.08, -4.92], [0.89, 8.55, -3.69], [0.89, 8.39, -6.12], [0.94, 6.04, -4.86], [-0.54, 6.20, -5.81], [-0.63, 6.28, -4.07], [-0.85, 8.55, -5.02], [1.93, 8.22, -3.61], [0.37, 8.21, -2.79], [0.85, 9.64, -3.67], [0.66, 9.29, -6.37], [4.83, 3.06, 1.58], [4.06, 4.28, 2.09], [4.32, 5.49, 1.21], [2.68, 3.94, 2.05], [4.51, 2.18, 2.13], [5.90, 3.17, 1.80], [4.68, 2.83, 0.53], [4.37, 4.50, 3.11], [5.34, 5.87, 1.29], [3.67, 6.32, 1.48], [4.10, 5.27, 0.16], [2.28, 4.12, 1.19]],
  "lowdin_charge": [-0.518, -0.063, -0.039, -0.009, -0.156, -0.137, 0.056, 0.076, 0.076, 0.014, -0.168, -0.135, 0.072, 0.071, 0.069, 0.017, -0.671, 0.024, 0.168, 0.139, 0.083, 0.068, 0.096, 0.080, -0.666, 0.002, 0.163, 0.167, 0.100, 0.054, 0.099, 0.066, -0.682, -0.012, 0.152, 0.163, 0.067, 0.090, 0.104, 0.042, -0.067, -0.509, -0.054, -0.059, 0.069, 0.079, 0.073, 0.118, 0.079, 0.078, 0.079, 0.030, -0.052, -0.466, -0.055, -0.066, 0.085, 0.076, 0.063, 0.132, 0.077, 0.051, 0.084, 0.077, -0.072, -0.476, -0.050, -0.067, 0.072, 0.073, 0.079, 0.136, 0.083, 0.051, 0.077, 0.048],
  "e_homo_ev": -7.1,
  "orbital_gap_ev": 9.51,
  "spin_multiplicity": 1,
  "total_charge": -1
}

=====

Entry 4:
{
  "formula": "H66O33",
  "method": "wB97M-V/def2-TZVPD",
  "symbols": ["O", "H", "H", "O", "H", "H", "O", "H", "H", "O", "H", "H", "O", "H", "H", "O", "H", "H", "O", "H", "H", "O", "H", "H", "O", "H", "H", "O", "H", "H", "O", "H", "H", "O", "H", "H", "O", "H", "H", "O", "H", "H", "O", "H", "H", "O", "H", "H", "O", "H", "H", "O", "H", "H", "O", "H", "H", "O", "H", "H", "O", "H", "H", "O", "H", "H", "O", "H", "H", "O", "H", "H", "O", "H", "H", "O", "H", "H", "O", "H", "H", "O", "H", "H", "O", "H", "H", "O", "H", "H", "O", "H", "H", "O", "H", "H", "O", "H", "H"],
  "positions_angstrom": [[-15.41, -5.93, -9.83], [-15.60, -6.85, -9.58], [-16.14, -5.34, -9.61], [-14.83, -1.71, -5.52], [-14.95, -2.58, -6.08], [-14.73, -0.94, -6.00], [-14.69, -1.79, -10.26], [-14.47, -0.83, -10.45], [-14.97, -2.25, -11.06], [-14.97, -8.03, -3.20], [-14.41, -8.75, -2.85], [-14.51, -7.75, -4.02], [-15.34, -3.67, -7.08], [-14.68, -4.30, -6.67], [-15.03, -3.24, -7.90], [-12.74, -6.23, -8.73], [-13.67, -6.15, -8.90], [-12.30, -6.70, -9.42], [-17.30, -3.83, -9.50], [-17.71, -4.02, -8.66], [-17.60, -2.94, -9.82], [-14.63, -7.13, -5.93], [-15.38, -6.49, -5.76], [-13.84, -6.60, -5.98], [-18.65, -8.60, -3.01], [-19.03, -8.73, -3.90], [-17.77, -8.92, -3.09], [-16.65, -9.66, -5.60], [-15.91, -9.65, -6.19], [-16.36, -9.13, -4.82], [-12.76, -5.05, -6.36], [-12.33, -5.47, -7.12], [-12.25, -4.31, -5.97], [-16.49, -0.57, -3.73], [-15.70, -0.75, -4.32], [-16.27, -0.61, -2.80], [-12.27, -3.07, -4.24], [-12.91, -3.78, -4.24], [-12.67, -2.22, -4.42], [-21.58, -1.70, -4.19], [-22.21, -2.28, -3.69], [-20.96, -2.32, -4.55], [-18.71, -7.15, -10.90], [-19.52, -6.61, -10.88], [-18.65, -7.68, -11.78], [-22.58, -9.87, -9.97], [-22.05, -9.43, -9.26], [-22.88, -10.68, -9.57], [-20.52, -5.10, -10.15], [-21.51, -5.13, -9.94], [-20.02, -4.82, -9.33], [-19.35, -8.69, -5.65], [-19.83, -9.36, -6.13], [-18.46, -8.73, -6.02], [-19.27, -4.58, -7.60], [-19.77, -5.29, -7.15], [-19.72, -3.81, -7.27], [-18.05, -1.48, -6.44], [-17.60, -1.08, -5.70], [-17.54, -1.12, -7.22], [-17.96, -7.17, -8.28], [-17.68, -6.36, -7.84], [-18.12, -7.08, -9.21], [-18.77, -1.32, -9.53], [-18.82, -1.34, -10.51], [-19.71, -1.18, -9.23], [-15.51, -8.47, -8.51], [-16.42, -8.21, -8.23], [-14.91, -8.05, -7.84], [-20.21, -2.76, -11.89], [-20.36, -3.65, -11.49], [-20.56, -2.79, -12.84], [-19.71, -3.91, -4.56], [-19.09, -3.60, -5.25], [-19.10, -4.19, -3.86], [-17.47, -6.02, -2.63], [-18.20, -6.72, -2.76], [-16.68, -6.56, -2.45], [-15.64, -3.56, -12.23], [-16.19, -3.72, -11.46], [-15.47, -4.45, -12.51], [-15.85, -0.67, -8.06], [-16.40, 0.01, -8.51], [-15.58, -1.32, -8.70], [-16.91, -3.57, -3.72], [-17.38, -3.89, -2.96], [-17.06, -2.59, -3.79], [-20.73, -2.38, -7.17], [-20.13, -1.78, -6.69], [-21.41, -2.49, -6.50], [-20.67, -6.29, -6.15], [-20.46, -5.63, -5.47], [-20.23, -7.12, -5.86], [-20.83, -8.52, -8.02], [-21.36, -7.80, -7.70], [-19.97, -8.12, -8.37], [-16.99, -5.96, -5.74], [-17.18, -5.78, -4.86], [-16.99, -5.07, -6.29]],
  "lowdin_charge": [-0.060, 0.007, -0.008, -0.086, 0.035, -0.011, -0.066, 0.097, 0.001, -0.066, 0.060, 0.022, -0.030, 0.064, 0.074, -0.024, -0.001, 0.049, -0.058, -0.004, 0.047, -0.079, 0.024, 0.001, -0.049, 0.009, 0.015, -0.044, 0.021, 0.033, -0.075, 0.027, 0.045, -0.085, 0.025, 0.044, -0.049, 0.033, 0.024, -0.064, 0.070, -0.042, -0.083, 0.006, 0.123, -0.086, 0.000, 0.016, -0.098, 0.118, 0.038, -0.051, 0.071, 0.033, -0.079, 0.002, -0.012, -0.054, 0.007, 0.029, -0.037, 0.023, -0.009, -0.076, 0.041, 0.078, -0.095, 0.011, 0.034, -0.106, 0.005, 0.078, -0.050, 0.038, 0.045, -0.082, 0.058, 0.026, -0.038, 0.010, 0.053, -0.061, 0.083, -0.019, -0.060, -0.005, 0.035, -0.036, 0.035, 0.043, -0.064, 0.035, 0.024, -0.064, 0.032, 0.075, -0.041, -0.025, 0.107],
  "de_lowest_kj_mol": 175.5,
  "e_homo_ev": -10.8,
  "orbital_gap_ev": 10.79,
  "spin_multiplicity": 1
}

=====

Entry 5:
{
  "formula": "C14H41O7",
  "method": "wB97M-V/def2-TZVPD",
  "symbols": ["O", "H", "H", "H", "C", "C", "O", "O", "H", "H", "H", "H", "H", "H", "C", "C", "C", "O", "H", "H", "H", "H", "H", "H", "H", "H", "C", "C", "C", "O", "H", "H", "H", "H", "H", "H", "H", "H", "C", "C", "C", "O", "H", "H", "H", "H", "H", "H", "H", "H", "C", "C", "C", "O", "H", "H", "H", "H", "H", "H", "H", "H"],
  "positions_angstrom": [[31.83, 7.76, 32.28], [32.63, 7.81, 31.78], [31.23, 8.38, 31.91], [31.57, 6.81, 32.63], [33.62, 10.36, 34.01], [32.73, 11.24, 33.01], [32.78, 10.55, 31.74], [33.39, 10.91, 35.28], [34.56, 10.38, 33.87], [33.40, 9.18, 33.98], [33.17, 12.30, 33.15], [31.64, 11.20, 33.45], [33.21, 11.12, 31.06], [34.34, 10.97, 35.53], [30.29, 5.94, 34.97], [30.18, 5.09, 33.69], [29.05, 5.70, 32.61], [31.28, 5.17, 32.88], [31.01, 5.57, 35.95], [29.21, 6.05, 35.52], [30.60, 6.97, 34.60], [30.18, 4.21, 33.90], [29.04, 6.83, 32.34], [27.99, 5.77, 33.06], [28.91, 4.92, 31.83], [31.88, 4.42, 32.63], [28.89, 11.63, 31.43], [28.85, 10.05, 31.33], [29.41, 9.49, 30.11], [29.67, 9.59, 32.42], [28.34, 11.86, 32.32], [28.37, 11.92, 30.58], [29.82, 12.05, 31.22], [27.86, 9.57, 31.43], [30.55, 9.65, 30.01], [28.80, 9.96, 29.30], [29.23, 8.37, 29.92], [29.17, 9.53, 33.34], [35.24, 5.70, 33.05], [35.18, 6.29, 31.62], [34.32, 5.44, 30.63], [34.52, 7.53, 31.72], [36.12, 6.20, 33.52], [35.21, 4.71, 33.08], [34.52, 6.23, 33.54], [36.16, 6.54, 31.18], [33.21, 5.54, 30.79], [34.65, 4.39, 30.89], [34.28, 5.77, 29.60], [35.23, 8.18, 31.58], [30.51, 5.58, 29.26], [31.44, 6.53, 28.48], [30.68, 7.24, 27.26], [31.99, 7.61, 29.25], [30.38, 4.67, 28.73], [29.74, 6.11, 29.63], [31.14, 5.16, 30.08], [32.36, 6.08, 27.98], [30.20, 6.71, 26.59], [31.63, 7.72, 26.61], [29.82, 7.87, 27.60], [32.72, 8.04, 28.82]],
  "lowdin_charge": [0.223, 0.069, 0.065, 0.144, -0.270, -0.180, -0.113, -0.061, 0.032, 0.148, 0.146, 0.135, 0.110, 0.112, -0.055, -0.435, -0.012, -0.098, 0.152, 0.126, 0.065, 0.036, 0.088, 0.082, 0.073, 0.163, -0.002, -0.485, -0.092, -0.142, 0.079, 0.053, 0.062, 0.149, 0.106, 0.108, 0.091, 0.177, -0.004, -0.434, -0.026, -0.090, 0.108, 0.031, 0.045, 0.145, 0.052, 0.099, 0.068, 0.116, -0.018, -0.427, -0.031, -0.091, 0.086, 0.016, 0.068, 0.140, -0.009, 0.150, 0.078, 0.081],
  "de_lowest_kj_mol": 122.4,
  "e_homo_ev": -12.4,
  "orbital_gap_ev": 10.21,
  "spin_multiplicity": 1,
  "total_charge": 1
}